(1)
Here is a gas-phase ion, C15H22N7O3 (charge +1) from the Open Molecules 2025 dataset. Energies are from ωB97M-V/def2-TZVPD.

## Properties
- LUMO: -2.4 eV
- SMILES string: CNC(=O)[C@@H](Cc1c[nH]cn1)NC(=O)[C@@H](Cc1c[nH]c[nH+]1)NC(C)=O
- HOMO level: -10.963 eV

ORCA input file:
```
! RIJCOSX wB97M-V def2-TZVPD def2/J DEFGRID3
* xyz 1 1
O 0.02112 3.04287 1.77285
O -2.90964 -2.84724 -1.14238
O 1.31693 -1.97992 1.05841
N -1.04680 0.53733 -2.47681
C -0.15939 2.58824 0.65410
C -1.87983 -3.10816 -0.55991
C 0.67040 -1.02288 0.67520
C -2.06738 1.26297 -2.98286
C -2.55901 -0.85125 -3.39991
C 4.46203 1.65883 2.38828
C -1.32567 -0.82730 -2.79293
C 3.14927 1.70463 1.98480
C 3.51835 3.47502 3.23482
N -2.98945 0.45278 -3.50845
N 4.67327 2.77373 3.16337
N -1.81486 -3.94841 0.51736
N -0.36764 -1.19535 -0.15274
N 0.28741 1.39104 0.29297
N 2.59726 2.83286 2.53786
C -0.96381 3.33764 -0.39964
C -3.03013 -4.64964 0.91239
C -0.44941 -2.02485 -2.43790
C 2.50344 0.69689 1.08020
C -0.56563 -2.41294 -0.95366
C 0.99106 0.40638 1.14038
H -2.11149 2.32495 -2.87308
H -3.04296 -1.77219 -3.70004
H 5.21149 0.95995 2.06415
H 3.35831 4.40536 3.77736
H -3.83695 0.69821 -4.04906
H 5.52703 3.03185 3.66140
H -0.90947 -4.04780 1.00845
H -0.95616 -0.41185 -0.38532
H 0.13200 1.11420 -0.67139
H 1.62416 3.11255 2.51263
H -1.27748 4.32846 -0.09439
H -0.37961 3.44594 -1.26508
H -1.84997 2.77544 -0.64638
H -2.87062 -5.20613 1.85486
H -3.26825 -5.39417 0.14879
H -3.87567 -3.95357 0.98201
H 0.58443 -1.85603 -2.63893
H -0.79827 -2.90020 -3.03492
H 3.00592 -0.22968 1.26989
H 2.75594 0.96806 0.04002
H 0.26267 -3.11274 -0.78097
H 0.65307 0.42610 2.21420
*
```

(2)
Here is 4 unconnected molecules or ions with the total composition C15H22O7 from the Open Molecules 2025 dataset. Energies are from ωB97M-V/def2-TZVPD.

## Properties
- LUMO: -2.3 eV
- SMILES string: O=C1C=C(O)C(=O)C=C1O.CC(C)=O.CC(C)=O.CC(C)=O
- HOMO level: -8.953 eV

ORCA input file:
```
! RIJCOSX wB97M-V def2-TZVPD def2/J DEFGRID3
* xyz 0 1
C 0.24300 35.72700 2.90400
C 0.07400 36.43700 4.19400
C 0.21200 37.81200 4.31100
O 0.27100 38.35500 5.49500
C 0.47600 38.63900 3.12200
C 0.84400 37.91900 1.78400
C 0.68500 36.52500 1.71300
O 0.97700 35.81600 0.71600
O 1.15200 38.57700 0.60800
O -0.26300 35.69000 5.28300
H 0.05800 34.64100 2.79300
H 0.58100 39.74800 3.18600
H 1.33900 39.45200 0.85800
H -0.48900 36.42400 5.86700
C -4.00600 37.47500 7.61200
C -3.18300 36.28100 8.15200
O -2.01900 36.31300 7.89000
C -3.82100 35.20900 8.84000
H -5.24100 37.30200 7.62200
H -3.62700 37.83800 6.54700
H -3.93000 38.17900 8.49500
H -2.92000 34.46000 9.06300
H -4.34700 34.60600 7.95400
H -4.75100 35.28500 9.65700
C 5.86500 39.20900 2.05400
C 4.61400 38.38100 1.81300
O 3.68200 38.49700 2.63700
C 4.47800 37.30100 0.76300
H 6.42000 38.89100 1.17800
H 6.63100 38.81300 2.88000
H 5.72800 40.15600 2.44000
H 3.53400 36.80500 0.55000
H 4.99500 36.39900 1.25500
H 5.06600 37.83900 -0.25800
C 0.15600 39.62000 8.78200
C 1.51700 40.33700 8.79100
O 1.85600 40.99200 9.82900
C 2.50800 40.15900 7.58600
H 0.36200 38.38000 9.07800
H -0.12900 39.61700 7.83000
H -0.65500 40.21800 9.35100
H 3.02500 41.10800 7.25400
H 2.02700 39.59700 6.82700
H 3.23000 39.38400 7.65800
*
```

(3)
Here is a molecular structure, C15H23AlCaF22K2LiN4O13P2S3 from the Open Molecules 2025 dataset. Energies are from ωB97M-V/def2-TZVPD.

## Properties
- LUMO: -6.0 eV
- HOMO level: -8.684 eV

ORCA input file:
```
! RIJCOSX wB97M-V def2-TZVPD def2/J DEFGRID3
* xyz 1 1
O -0.97556 3.72593 1.56981
C -0.58480 4.60818 0.93000
O 0.08909 4.37967 -0.20453
C -0.76722 6.11115 1.25312
F 0.44443 6.63128 1.39543
F -1.41446 6.65417 0.22277
C -1.63322 6.37000 2.50771
F -1.19061 5.69417 3.54173
F -2.82640 5.84603 2.21236
C -1.84026 7.88795 2.80811
F -1.16613 8.69364 1.95894
F -3.14940 8.17242 2.53256
C -1.56429 8.34985 4.28785
O -2.38571 9.00279 4.77404
P -0.04271 7.99693 5.33278
C 1.49303 7.98855 4.25142
F 1.34441 8.56074 3.07151
F 1.99445 6.78656 4.12086
F 2.41125 8.69138 4.89717
H 0.96274 4.80154 -0.10450
H -0.19206 6.64501 5.73296
C -3.02614 1.72328 -0.60501
F -2.77499 2.76620 -1.37642
F -3.23001 2.13577 0.62779
F -4.15731 1.13627 -1.06448
S -1.60987 0.57102 -0.58689
O -0.53638 1.31850 -0.07215
O -1.44629 0.14079 -2.00412
N -2.24294 -0.53707 0.37807
S -1.27923 -1.76420 0.66276
O -0.13149 -1.49827 1.43882
O -1.05742 -2.67703 -0.49404
C -2.40373 -2.70753 1.75739
F -3.54879 -3.01375 1.11244
F -2.71872 -1.99548 2.82484
F -1.83270 -3.84047 2.15331
Li -2.97245 9.83779 1.41341
Ca -1.82710 -1.88470 -2.39394
O -4.44190 11.78135 0.44504
H -4.98953 12.40721 -0.03220
O -0.89150 0.25825 4.30572
H -0.35903 0.71885 3.63479
H -1.41619 -0.37502 3.80960
F 1.31598 1.77783 3.26809
Al 2.53102 2.12902 4.46291
F 1.76047 2.57673 5.92891
F 3.51091 3.42270 3.91263
F 3.49380 0.73068 4.71524
O 0.27338 -7.30528 -3.85854
P 0.80590 -8.04561 -2.62865
N 0.83225 -6.59506 -1.68188
C 1.77185 -6.20753 -0.62917
C -0.48643 -6.01127 -1.40782
N 2.36906 -8.29754 -3.30932
C 3.61068 -7.80047 -2.73809
C 2.47983 -8.26508 -4.76791
N 1.25883 -9.01787 -1.24130
C 1.63877 -10.42005 -1.59104
C 0.15696 -9.16999 -0.24772
H 1.66556 -6.78370 0.29552
H 1.62567 -5.15760 -0.36607
H 2.80721 -6.26689 -0.94498
H -1.05634 -6.58558 -0.67115
H -1.08917 -5.96549 -2.32063
H -0.39763 -4.98823 -1.03811
H 3.71479 -6.71429 -2.88626
H 4.47342 -8.27715 -3.20799
H 3.70896 -8.03839 -1.68123
H 2.47870 -7.24416 -5.14829
H 1.66425 -8.80893 -5.23626
H 3.39744 -8.74506 -5.10789
H 0.83035 -10.93753 -2.10966
H 1.88186 -10.97367 -0.68450
H 2.52500 -10.46107 -2.21583
H -0.75635 -9.54676 -0.70947
H -0.07272 -8.22919 0.24973
H 0.45286 -9.85643 0.54288
K -4.32650 13.58481 1.26321
C 0.95321 4.89935 -4.98335
F 0.23327 5.25230 -6.06540
F 0.47558 3.69591 -4.57857
F 2.21112 4.68871 -5.40849
S 0.86965 6.17103 -3.64402
O -0.54315 6.25257 -3.32337
O 1.40688 7.36315 -4.25500
O 1.68701 5.62156 -2.57897
K 1.74293 -5.55017 -4.39900
*
```

(4)
Here is a molecular structure, C15H23AsN5O6ReS5 from the Open Molecules 2025 dataset. Energies are from ωB97M-V/def2-TZVPD.

## Properties
- LUMO (spin up / spin down): 1.1 / 1.6 eV
- HOMO level (spin up / spin down): -4.602 / -4.554 eV

ORCA input file:
```
! RIJCOSX wB97M-V def2-TZVPD def2/J DEFGRID3
* xyz -1 2
Re 0.23667 -0.28062 0.18941
C 4.51214 4.43047 3.21753
C 3.62385 3.21519 3.23826
C 4.16908 1.94151 3.09899
C 3.36466 0.81550 3.12664
C 1.99828 0.96147 3.29118
C 1.43445 2.21983 3.42782
C 2.24883 3.34040 3.40512
S 0.92019 -0.45905 3.37192
O 0.28552 -0.42084 4.66480
O 1.71978 -1.62937 3.07332
N -0.17689 -0.30943 2.19426
C -1.33387 0.51870 2.48754
C -1.27912 1.76565 1.57905
O -1.78613 2.81309 1.92105
O -0.67603 1.54055 0.44359
H 5.13447 4.43394 2.32147
H 5.18107 4.43167 4.08055
H 3.91906 5.34319 3.23474
H 5.23966 1.83517 2.96660
H 3.79009 -0.17497 3.03320
H 0.36587 2.32739 3.55718
H 1.80036 4.31948 3.51981
H -1.40420 0.78488 3.53944
H -2.25249 -0.00718 2.20069
S -0.35626 -3.58141 -2.62579
As -1.22957 -1.65681 -2.32110
S 0.40502 -0.12640 -2.18573
S -1.75537 -1.47911 -0.16069
S -2.65247 -1.28671 -3.80437
N 1.50516 -2.13942 0.14381
C 2.93946 -1.80445 0.33511
C 3.97985 -2.89606 0.00406
C 3.69935 -3.96885 -1.06296
C 3.39993 -3.51315 -2.50468
N 3.90072 -2.16853 -2.75196
C 3.54061 -1.35091 -3.72504
N 4.17850 -0.16423 -3.79816
N 2.71718 -1.72877 -4.70610
C 3.19075 -0.39500 -0.26977
O 4.16408 -0.19230 -1.01720
O 2.34928 0.47246 0.10165
H 1.19576 -2.68684 0.94427
H 1.33070 -2.68560 -0.70633
H 3.00762 -1.62136 1.40391
H 4.15403 -3.43995 0.93512
H 4.91565 -2.39011 -0.24012
H 2.88735 -4.61024 -0.71364
H 4.58922 -4.59971 -1.10393
H 2.33169 -3.57994 -2.71015
H 3.90461 -4.19138 -3.20078
H 4.46224 -1.72080 -2.02101
H 4.61636 0.14228 -2.93420
H 3.69907 0.56384 -4.30082
H 1.97542 -2.38745 -4.45531
H 2.37808 -0.99979 -5.31406
*
```

(5)
Here is a molecular structure, C15H23BMgN6Si from the Open Molecules 2025 dataset. Energies are from ωB97M-V/def2-TZVPD.

## Properties
- LUMO (spin up / spin down): -10.9 / -8.7 eV
- HOMO level (spin up / spin down): -15.316 / -15.339 eV

ORCA input file:
```
! RIJCOSX wB97M-V def2-TZVPD def2/J DEFGRID3
* xyz 2 1
C -0.52897 -1.56322 -2.66329
N 0.38327 -0.82669 -1.98260
N 1.49034 -0.68635 -2.78009
C 1.28008 -1.32243 -3.94492
C 0.00622 -1.90106 -3.92383
B 2.81219 0.03595 -2.32167
N 2.47037 1.45519 -1.80087
N 1.45462 1.66101 -0.90804
C 1.41632 2.98705 -0.64241
C 2.43002 3.64299 -1.37739
C 3.06627 2.62762 -2.09859
Mg 0.34220 -0.04913 -0.33056
N 3.56308 -0.78496 -1.24526
N 2.97716 -1.11896 -0.05555
C 3.88506 -1.89317 0.59107
C 5.06676 -2.05473 -0.19822
C 4.80292 -1.32169 -1.36056
H 3.66847 -2.28772 1.56404
H 5.40449 -1.14711 -2.24291
H 5.95953 -2.60273 0.04606
H 3.51183 0.12919 -3.30053
H 3.89147 2.65671 -2.79592
H 2.04988 -1.32527 -4.70297
H 2.65570 4.69911 -1.38696
H -0.46860 -2.47921 -4.70064
H 0.67637 3.38538 0.03058
H -1.48194 -1.78963 -2.21315
H 1.46196 -0.05497 1.17317
C 0.56991 0.53393 1.58185
H 0.77943 1.53498 1.68401
H -0.59945 0.69318 0.80746
H 0.05862 -0.00987 2.31569
C -4.70060 -1.81651 2.71003
Si -4.12738 -0.05401 2.49275
C -5.42508 0.90786 1.56324
C -3.85455 0.73658 4.16786
C -2.51655 -0.03346 1.51977
C -1.53091 -0.06276 0.86585
H -5.64754 -1.83821 3.27757
H -3.92809 -2.38611 3.25223
H -4.85640 -2.27719 1.72057
H -6.37650 0.90703 2.12540
H -5.09820 1.95363 1.43013
H -5.58831 0.46412 0.56460
H -3.07459 0.18000 4.71436
H -3.53578 1.78448 4.03321
H -4.79509 0.71116 4.74543
*
```

(6)
Here is a molecular structure, C15H23BN6NiSi from the Open Molecules 2025 dataset. Energies are from ωB97M-V/def2-TZVPD.

## Properties
- LUMO (spin up / spin down): 0.3 / -0.1 eV
- HOMO level (spin up / spin down): -7.292 / -6.567 eV

ORCA input file:
```
! RIJCOSX wB97M-V def2-TZVPD def2/J DEFGRID3
* xyz 0 3
H -1.67195 -2.98665 2.18395
N -0.78624 -3.11192 0.24846
B 0.28250 -3.95066 -1.93299
N -0.47767 -4.19869 -0.58857
C -0.91321 -5.32671 0.00354
Ni -0.38698 -1.44352 -0.40357
H -0.79676 -6.27578 -0.49899
C -1.48108 -5.00268 1.23409
H -1.90910 -5.68755 1.94112
C -1.37770 -3.61737 1.36315
H 0.48232 -4.95127 -2.54761
C 1.41044 3.20109 -0.86916
H 1.48302 4.28902 -0.79454
H 0.94126 2.95811 -1.82880
H 2.42754 2.79886 -0.92385
N 1.61548 -3.23333 -1.55047
N -0.52375 -2.87502 -2.75167
N 1.55607 -2.03767 -0.85018
N -0.82310 -1.63722 -2.15746
C 2.89763 -3.48194 -1.88942
C -0.84915 -2.80367 -4.05402
H 3.15039 -4.36339 -2.46098
H -0.67978 -3.66534 -4.68946
C 3.68906 -2.43660 -1.40722
C -1.36387 -1.53485 -4.32707
C 2.80851 -1.55137 -0.76391
C -1.32887 -0.82418 -3.12195
H 4.75014 -2.32330 -1.51856
H -1.69876 -1.16586 -5.27866
H 3.02404 -0.61363 -0.25950
H -1.60378 0.19400 -2.88983
H 0.75648 1.58096 0.32827
C 0.25308 4.09005 4.22268
Si -0.74511 4.22351 2.64134
C -2.47087 3.67396 3.10340
C -0.79611 6.03788 2.15029
C 0.02364 3.38642 1.21442
C 0.65615 2.66807 0.32352
H 0.15275 4.99037 4.84881
H 1.31540 3.94055 4.00419
H -0.09080 3.23132 4.81116
H -2.97998 4.42224 3.72957
H -3.10008 3.49149 2.22492
H -2.42935 2.73846 3.67601
H 0.18111 6.31813 1.73107
H -1.54738 6.18613 1.36232
H -1.02558 6.67950 3.01214
*
```